Record 1
Computed, not measured: a molecular structure, C38H74MgO24S8 in a non-equilibrium geometry, with the ωB97M-V functional and the def2-TZVPD basis.

Energy, eV: -181869.363
Gap between HOMO and LUMO, eV: 7.2

```
! wB97M-V def2-TZVPD RIJCOSX def2/J DEFGRID3
* xyz 0 1
Mg 1.58 3.69 -1.40
C 0.92 -0.31 -1.28
C 1.26 1.09 -1.10
C 0.95 1.79 0.28
O 1.18 3.02 0.34
C 0.56 0.94 1.34
C 0.32 -0.41 1.18
C 0.47 -1.09 -0.20
O 0.14 -2.27 -0.42
O 0.01 -1.05 2.26
O 1.65 1.90 -1.95
H 0.99 -0.70 -2.28
H 0.54 1.36 2.33
C 3.32 -0.11 5.47
C 2.04 0.68 5.28
C 0.79 0.03 5.82
O 0.08 1.22 6.38
C 0.94 2.22 6.50
O 0.67 3.34 6.92
O 2.12 1.90 5.99
H 4.23 0.49 5.43
H 3.49 -0.98 4.84
H 3.36 -0.58 6.46
H 1.83 0.83 4.22
H 1.07 -0.88 6.35
H 0.21 -0.34 4.98
C -3.11 -5.80 -1.65
C -3.59 -5.26 -0.28
C -3.14 -3.86 0.21
O -4.33 -3.30 0.60
C -5.42 -4.06 0.33
O -6.55 -3.77 0.51
O -5.03 -5.17 -0.23
H -3.00 -4.93 -2.31
H -3.90 -6.45 -2.02
H -2.16 -6.33 -1.64
H -3.52 -5.97 0.55
H -2.66 -3.34 -0.61
H -2.44 -3.90 1.05
C 2.69 -4.82 3.28
C 1.62 -3.76 3.71
C 0.17 -4.23 3.49
O -0.43 -3.94 4.76
C 0.48 -3.49 5.62
O 0.28 -3.14 6.76
O 1.74 -3.62 5.12
H 2.37 -5.81 3.61
H 3.59 -4.52 3.81
H 2.91 -4.87 2.22
H 1.84 -2.81 3.22
H 0.10 -5.30 3.27
H -0.28 -3.59 2.73
C 1.28 -1.81 -4.81
C 0.72 -3.23 -5.11
C 0.33 -3.97 -3.81
O -1.00 -4.33 -4.11
C -1.39 -4.03 -5.37
O -2.42 -4.44 -5.85
O -0.41 -3.29 -5.95
H 2.16 -1.74 -4.18
H 0.46 -1.17 -4.46
H 1.63 -1.49 -5.80
H 1.46 -3.92 -5.52
H 0.43 -3.45 -2.86
H 0.90 -4.90 -3.78
C -2.73 -0.71 -3.54
S -2.35 -0.45 -5.32
O -1.95 1.03 -5.40
C -4.03 -0.45 -6.01
H -3.09 0.21 -3.08
H -1.84 -1.09 -3.05
H -3.49 -1.49 -3.41
H -4.89 -0.83 -5.46
H -4.05 -1.12 -6.87
H -4.31 0.55 -6.35
C -2.56 3.24 -2.83
S -1.57 3.56 -1.28
O -0.23 4.10 -1.76
C -2.75 4.92 -0.81
H -2.24 4.08 -3.44
H -3.63 3.30 -2.63
H -2.25 2.33 -3.34
H -3.79 4.63 -0.73
H -2.64 5.81 -1.44
H -2.45 5.33 0.16
C 4.57 1.96 0.99
S 4.73 2.89 -0.56
O 3.43 3.60 -0.84
C 5.77 4.23 0.17
H 5.48 1.59 1.46
H 4.01 1.02 0.96
H 4.01 2.61 1.67
H 5.42 4.64 1.11
H 5.90 4.99 -0.60
H 6.73 3.76 0.40
C 1.02 -8.02 0.80
S -0.68 -7.20 0.71
O -1.27 -7.09 2.08
C -0.03 -5.53 0.35
H 1.77 -7.53 0.18
H 1.07 -9.08 0.56
H 1.33 -7.83 1.83
H 0.84 -5.26 0.95
H -0.75 -4.75 0.57
H 0.40 -5.45 -0.65
C 0.94 7.18 1.11
S 2.22 6.06 0.46
O 1.63 5.50 -0.79
C 3.49 7.36 0.15
H 0.93 8.20 0.70
H 1.11 7.29 2.18
H -0.06 6.79 0.90
H 3.05 8.19 -0.40
H 4.31 6.92 -0.43
H 3.92 7.74 1.08
C -2.53 -0.03 -0.37
S -3.31 1.26 0.65
O -4.20 2.08 -0.24
C -4.42 0.06 1.59
H -2.18 -0.86 0.24
H -1.76 0.34 -1.04
H -3.33 -0.56 -0.90
H -3.88 -0.06 2.52
H -4.64 -0.90 1.12
H -5.42 0.47 1.77
C 0.65 2.83 -5.10
S 1.81 4.21 -4.74
O 1.79 4.29 -3.23
C 3.37 3.34 -5.11
H 0.65 2.62 -6.17
H -0.38 3.11 -4.88
H 0.83 1.93 -4.51
H 4.13 4.04 -4.75
H 3.44 3.18 -6.19
H 3.40 2.39 -4.58
C -1.97 2.82 4.04
S -1.34 3.64 2.53
O -2.10 4.96 2.41
C 0.25 4.23 3.21
H -1.90 3.47 4.91
H -1.32 1.95 4.19
H -2.96 2.43 3.79
H 0.81 4.73 2.42
H 0.76 3.38 3.67
H 0.16 4.96 4.01
*
```

---

Record 2
Computed, not measured: 2 unconnected molecules or ions with the total composition C3H10O2 in a non-equilibrium geometry, with the ωB97M-V functional and the def2-TZVPD basis.

Energy, eV: -7366.535
Structure (SMILES): CCCO.O
Gap between HOMO and LUMO, eV: 11.1

```
! wB97M-V def2-TZVPD RIJCOSX def2/J DEFGRID3
* xyz 0 1
C -2.41 -1.43 -0.29
C -0.91 -1.41 -0.59
C -0.11 -1.01 0.69
O 0.89 -0.12 0.41
H -2.55 -0.88 0.76
H -2.91 -0.78 -1.05
H -2.94 -2.31 -0.15
H -0.67 -0.82 -1.53
H -0.54 -2.35 -0.92
H 0.36 -1.97 1.11
H -0.76 -0.46 1.44
H 1.77 -0.52 0.56
O 2.26 3.39 -0.25
H 1.97 4.20 -0.43
H 1.69 2.80 0.11
*
```

---

Record 3
Computed, not measured: 2 unconnected molecules or ions with the total composition C4H8N2 in a non-equilibrium geometry, with the ωB97M-V functional and the def2-TZVPD basis.

Energy, eV: -7254.476
Structure (SMILES): C#CC.C=NN
Gap between HOMO and LUMO, eV: 10.1

```
! wB97M-V def2-TZVPD RIJCOSX def2/J DEFGRID3
* xyz 0 1
C -1.20 -0.77 -0.47
C -2.23 -0.22 -0.15
C -3.47 0.42 0.25
H -0.28 -1.25 -0.72
H -3.75 1.25 -0.40
H -4.31 -0.28 0.23
H -3.40 0.78 1.28
C 2.71 -1.04 0.24
N 3.39 0.00 0.02
N 2.74 1.20 -0.02
H 3.25 -1.96 0.43
H 1.60 -1.07 0.24
H 1.75 1.11 -0.23
H 3.19 1.81 -0.69
*
```

---

Record 4
Computed, not measured: a molecular structure, C57H52AsGeN5O2Y in a non-equilibrium geometry, with the ωB97M-V functional and the def2-TZVPD basis.

Energy, eV: -189882.062
<S²>: 0.754
Gap between HOMO and LUMO (alpha / beta), eV: 6.1 / 5.7

```
! wB97M-V def2-TZVPD RIJCOSX def2/J DEFGRID3
* xyz 2 2
Y -1.50 -0.10 -0.48
C -5.37 2.48 -1.34
C -4.49 1.64 -0.60
N -3.62 0.75 -1.18
C -3.96 0.43 -2.48
C -4.75 1.31 -3.30
C -5.39 2.45 -2.69
C -5.06 0.88 -4.60
C -4.59 -0.31 -5.12
C -3.60 -1.03 -4.42
C -3.37 -0.73 -3.08
N -2.48 -1.39 -2.22
C -2.33 -2.77 -2.17
C -2.32 -3.65 -3.23
C -2.43 -5.01 -3.05
C -2.55 -5.61 -1.76
C -2.36 -4.76 -0.64
C -2.20 -5.32 0.63
C -1.73 -4.47 1.63
C -1.41 -3.16 1.36
N -1.52 -2.61 0.11
C -2.05 -3.33 -0.87
H -6.09 3.03 -0.76
H -4.41 1.71 0.45
H -5.89 3.17 -3.33
H -5.73 1.52 -5.21
H -4.96 -0.61 -6.10
H -2.99 -1.79 -4.88
H -2.33 -3.19 -4.23
H -2.24 -5.70 -3.91
H -2.94 -6.61 -1.62
H -2.53 -6.34 0.71
H -1.56 -4.92 2.67
H -1.12 -2.49 2.19
C -2.65 -0.10 5.00
N -3.47 0.01 3.76
C -4.91 0.29 3.86
C -2.78 0.08 2.64
N -2.07 0.05 1.70
H -1.84 -0.83 4.79
H -3.31 -0.46 5.85
H -2.37 0.86 5.34
H -5.08 1.39 3.83
H -5.30 -0.17 4.74
H -5.41 -0.18 3.00
O -0.16 1.60 -0.55
As -0.09 3.40 -0.48
C -0.99 4.30 -1.91
C -1.24 5.75 -1.89
C -1.76 6.42 -3.02
C -2.09 5.71 -4.17
C -1.85 4.34 -4.22
C -1.35 3.63 -3.14
C -1.13 3.96 1.01
C -0.72 3.43 2.23
C -1.30 3.94 3.42
C -2.37 4.80 3.36
C -2.91 5.17 2.08
C -2.33 4.68 0.94
C 1.85 3.86 -0.41
C 2.89 2.87 -0.25
C 4.19 3.29 0.09
C 4.48 4.64 0.21
C 3.52 5.60 -0.17
C 2.25 5.20 -0.57
H -0.91 6.33 -1.02
H -1.84 7.46 -2.97
H -2.66 6.22 -4.98
H -2.24 3.77 -5.11
H -1.09 2.59 -3.25
H 0.04 2.61 2.24
H -1.02 3.53 4.41
H -2.93 5.11 4.28
H -3.77 5.78 2.11
H -2.82 4.86 -0.04
H 2.63 1.82 -0.44
H 4.96 2.52 0.16
H 5.45 4.95 0.50
H 3.83 6.62 -0.26
H 1.52 5.94 -0.88
C 1.52 -1.24 -2.40
O 0.44 -0.56 -1.72
H 2.19 -0.58 -2.83
H 1.09 -1.89 -3.17
H 2.07 -1.92 -1.77
H 0.74 0.38 -1.42
C 2.05 -3.02 3.59
Ge 2.19 -2.51 1.62
C 2.83 -4.34 0.98
C 1.93 -5.25 0.47
C 2.31 -6.50 0.01
C 3.68 -6.93 0.10
C 4.57 -6.07 0.73
C 4.18 -4.78 1.12
C 3.74 -1.25 1.79
C 3.75 -0.44 2.87
C 4.85 0.32 3.31
C 6.08 0.20 2.70
C 6.17 -0.61 1.56
C 7.42 -0.77 0.92
C 7.50 -1.69 -0.08
C 6.37 -2.33 -0.66
C 5.12 -2.03 -0.15
C 5.01 -1.27 1.04
H 2.80 -3.80 3.70
H 1.07 -3.47 3.74
H 2.24 -2.24 4.35
H 0.87 -4.91 0.32
H 1.54 -7.18 -0.34
H 4.01 -7.86 -0.39
H 5.59 -6.36 0.83
H 4.92 -4.13 1.56
H 2.81 -0.30 3.43
H 4.77 0.87 4.29
H 6.96 0.67 3.13
H 8.27 -0.16 1.20
H 8.53 -1.83 -0.47
H 6.54 -2.95 -1.56
H 4.25 -2.40 -0.69
*
```

---

Record 5
Computed, not measured: a molecular structure, C33H55AsCuN8O4PSe2Si2 in a non-equilibrium geometry, with the ωB97M-V functional and the def2-TZVPD basis.

Energy, eV: -316441.314
<S²>: 0.759
Gap between HOMO and LUMO (alpha / beta), eV: 3.9 / 6.7

```
! wB97M-V def2-TZVPD RIJCOSX def2/J DEFGRID3
* xyz -1 2
Cu -1.89 -0.71 -0.27
C -0.96 0.16 -5.49
N -0.52 0.12 -4.12
C 0.55 0.79 -3.57
C 0.56 0.46 -2.25
N -0.47 -0.39 -1.94
C -1.13 -0.59 -3.10
P -2.70 -1.42 -3.33
C -3.88 -0.51 -2.13
N -3.46 0.21 -1.07
C -4.40 1.18 -0.83
C -5.40 1.09 -1.75
N -5.05 0.04 -2.58
C -5.91 -0.53 -3.60
C -2.45 -2.89 -2.22
N -1.85 -2.88 -1.04
C -1.76 -4.18 -0.63
C -2.30 -5.00 -1.58
N -2.73 -4.17 -2.59
C -3.44 -4.61 -3.78
H -0.18 0.62 -6.09
H -1.89 0.72 -5.59
H -1.14 -0.86 -5.85
H 1.20 1.41 -4.16
H 1.25 0.80 -1.49
H -4.30 1.88 -0.02
H -6.29 1.67 -1.89
H -6.44 0.27 -4.12
H -6.64 -1.22 -3.17
H -5.29 -1.07 -4.31
H -1.30 -4.44 0.31
H -2.42 -6.07 -1.63
H -3.03 -5.56 -4.12
H -3.30 -3.86 -4.56
H -4.51 -4.72 -3.58
C 2.23 -5.87 -0.96
C 3.25 -4.84 -1.45
C 2.64 -3.82 -2.41
C 1.74 -2.80 -1.72
N 2.48 -1.86 -0.89
C 2.45 -1.82 0.48
Se 1.84 -3.07 1.64
N 3.10 -0.67 0.84
C 3.22 -0.20 2.21
C 4.42 -0.80 2.93
C 4.78 -0.01 4.19
C 3.60 0.09 5.17
C 3.61 -0.04 -0.28
C 4.38 1.10 -0.43
C 4.74 1.47 -1.72
C 4.33 0.72 -2.82
C 3.55 -0.42 -2.67
C 3.21 -0.79 -1.38
H 2.70 -6.61 -0.32
H 1.76 -6.38 -1.80
H 1.45 -5.38 -0.37
H 4.07 -5.36 -1.97
H 3.68 -4.33 -0.59
H 2.05 -4.33 -3.17
H 3.44 -3.28 -2.92
H 1.00 -3.27 -1.08
H 1.20 -2.21 -2.46
H 2.29 -0.46 2.72
H 3.30 0.89 2.18
H 5.28 -0.82 2.25
H 4.19 -1.83 3.20
H 5.12 0.99 3.92
H 5.62 -0.51 4.69
H 2.84 0.78 4.81
H 3.93 0.44 6.15
H 3.11 -0.88 5.29
H 4.69 1.69 0.43
H 5.35 2.35 -1.87
H 4.63 1.02 -3.82
H 3.21 -0.99 -3.53
O -0.62 -1.20 1.17
Se -1.09 -0.12 2.33
O -0.05 -0.06 3.58
O -0.97 1.50 1.62
O -2.65 -0.22 2.80
C -2.48 4.69 4.82
Si -1.71 3.03 4.38
C -2.44 1.78 5.54
C 0.12 3.14 4.65
As -2.40 2.61 2.15
Si -1.27 4.29 0.95
C -0.86 3.53 -0.70
C 0.31 4.97 1.68
C -2.40 5.75 0.63
H -2.23 4.96 5.85
H -3.57 4.65 4.74
H -2.14 5.49 4.16
H -2.29 2.10 6.57
H -1.96 0.81 5.38
H -3.51 1.65 5.35
H 0.36 2.93 5.69
H 0.53 4.11 4.37
H 0.60 2.36 4.05
H 0.17 3.17 -0.72
H -0.99 4.26 -1.51
H -1.49 2.67 -0.91
H 0.97 4.16 1.99
H 0.12 5.60 2.55
H 0.83 5.57 0.93
H -3.12 5.50 -0.16
H -1.82 6.61 0.30
H -2.98 6.05 1.51
*
```

---

Record 6
Computed, not measured: 3 unconnected molecules or ions with the total composition C2H9NO4 in a non-equilibrium geometry, with the ωB97M-V functional and the def2-TZVPD basis.

Energy, eV: -11900.469
Structure (SMILES): CNC(=O)O.O.O
Gap between HOMO and LUMO, eV: 10.9

```
! wB97M-V def2-TZVPD RIJCOSX def2/J DEFGRID3
* xyz 0 1
C 1.58 -1.25 0.20
N 1.09 0.02 -0.33
C 0.59 1.00 0.43
O -0.08 1.98 0.04
O 0.59 0.75 1.81
H 0.69 -1.79 0.62
H 2.30 -1.14 0.99
H 1.91 -1.84 -0.67
H 0.49 0.01 -1.17
H 0.46 1.63 2.19
O -1.23 0.44 -1.81
H -1.01 1.10 -2.49
H -1.37 1.09 -1.05
O -2.28 -0.83 0.69
H -1.52 -0.18 0.83
H -2.21 -1.00 -0.27
*
```

---

Record 7
Computed, not measured: a molecular structure, C28H41N2O5PS3Sm in a non-equilibrium geometry, with the ωB97M-V functional and the def2-TZVPD basis.

Energy, eV: -102617.832
<S²>: 8.759
Gap between HOMO and LUMO (alpha / beta), eV: 8.1 / 8.2

```
! wB97M-V def2-TZVPD RIJCOSX def2/J DEFGRID3
* xyz 1 6
Sm 0.03 0.21 -0.44
O -1.14 -0.93 1.07
C -1.43 -1.13 2.33
C -2.33 -2.13 2.71
C -2.61 -2.37 4.04
C -2.01 -1.62 5.05
C -1.14 -0.61 4.69
C -0.84 -0.35 3.35
C 0.04 0.76 3.05
N 0.42 1.15 1.89
C 1.29 2.32 1.85
C 2.53 1.96 1.06
N 2.13 1.59 -0.30
C 2.63 2.29 -1.25
C 2.40 2.14 -2.67
C 3.10 2.98 -3.54
C 3.04 2.83 -4.91
C 2.26 1.78 -5.42
C 1.56 0.94 -4.59
C 1.58 1.11 -3.19
O 0.86 0.35 -2.41
H -2.83 -2.70 1.93
H -3.32 -3.15 4.31
H -2.23 -1.82 6.09
H -0.67 0.00 5.46
H 0.38 1.32 3.93
H 1.57 2.67 2.85
H 0.77 3.12 1.33
H 3.02 1.10 1.53
H 3.23 2.80 1.06
H 3.34 3.08 -0.99
H 3.73 3.76 -3.11
H 3.58 3.49 -5.57
H 2.22 1.63 -6.49
H 0.96 0.13 -4.99
C 0.64 -3.82 -3.10
C 1.64 -3.42 -2.01
S 1.02 -2.58 -0.52
C -0.42 -3.56 -0.01
C -1.75 -3.35 -0.74
S -2.17 -1.65 -1.23
C -2.78 -1.94 -2.92
C -1.93 -2.81 -3.86
S -0.17 -2.40 -3.88
H -0.11 -4.50 -2.71
H 1.20 -4.35 -3.87
H 2.40 -2.75 -2.40
H 2.14 -4.33 -1.65
H -0.52 -3.32 1.04
H -0.13 -4.61 -0.08
H -2.54 -3.71 -0.09
H -1.78 -3.94 -1.65
H -2.88 -0.93 -3.32
H -3.78 -2.37 -2.85
H -2.30 -2.67 -4.88
H -2.05 -3.87 -3.64
C -2.01 6.41 -1.19
C -1.00 5.30 -1.17
O -1.64 4.10 -1.68
P -0.88 2.69 -1.51
O -1.71 1.82 -2.59
C -1.62 2.14 -4.01
C -2.90 2.80 -4.47
O -1.59 2.00 -0.19
C -3.04 2.03 0.03
C -3.33 3.00 1.14
H -1.54 7.34 -0.90
H -2.84 6.21 -0.51
H -2.42 6.53 -2.20
H -0.64 5.12 -0.15
H -0.14 5.53 -1.80
H -1.45 1.20 -4.51
H -0.75 2.78 -4.19
H -3.75 2.13 -4.33
H -2.82 3.03 -5.54
H -3.08 3.73 -3.93
H -3.32 1.02 0.29
H -3.52 2.31 -0.90
H -2.81 2.71 2.05
H -4.40 3.00 1.35
H -3.03 4.02 0.87
*
```